59
Properties=species:S:1:pos:R:3:mulliken_charge:R:1 method="wB97M-V/def2-TZVPD" e_homo_ev="-6.0 / -6.0" multiplicity=5 charge=-1 homo_lumo_gap_ev="6.43 / 6.42" energy_ev=-143203.88724 e_above_lowest_kj_mol=11.90
Fe -0.69883 0.05899 0.36252 1.169
Te -3.64324 2.56696 2.90091 0.118
Te -1.56638 3.98914 1.95808 -0.118
Te -2.80255 4.33692 -0.40535 -0.053
Te -2.96033 1.67480 -0.75955 0.283
F 1.25566 -0.68829 1.22214 -0.472
P 1.47443 0.23090 2.59489 1.664
F 2.54664 1.10451 1.79102 -0.402
F 1.55906 1.21800 3.84505 -0.372
F 2.58283 -0.75531 3.13537 -0.365
F 0.30416 -0.60300 3.29856 -0.441
F 0.26000 1.22445 1.92405 -0.493
O 4.21989 -3.23858 -3.00433 -0.467
C 3.46200 -4.08079 -2.18088 -0.627
N 2.11860 -3.60425 -1.93596 0.234
C 1.06963 -3.90355 -2.75250 0.078
O 1.12856 -4.63889 -3.72014 -0.691
C -0.21844 -3.26321 -2.33275 0.698
C -1.42959 -3.90011 -2.54667 -0.596
C -2.59030 -3.29048 -2.09201 -0.889
C -2.48872 -2.06600 -1.45195 -0.239
N -1.32965 -1.42739 -1.29826 0.430
C -0.22380 -2.01922 -1.73378 -0.782
H 4.29876 -2.37303 -2.57577 0.347
H 3.93844 -4.21296 -1.20679 0.334
H 3.40125 -5.03733 -2.69519 0.419
H 1.90979 -3.20435 -1.03576 0.013
H -1.44041 -4.86174 -3.04270 0.508
H -3.55698 -3.76024 -2.20714 0.437
H -3.36811 -1.58310 -1.03797 0.305
H 0.69937 -1.46748 -1.60897 0.767
O -4.74505 0.38228 1.26076 -0.378
C -4.00415 1.29985 1.15139 0.056
O 3.44778 1.16234 -4.26344 -0.714
S 3.45150 0.71086 -2.89996 1.328
O 4.37672 -0.33761 -2.55447 -0.774
N 1.94728 0.29215 -2.42544 -0.451
C 1.48635 1.10837 -1.51577 0.316
O 0.31872 1.02329 -1.02591 -0.418
C 2.41605 2.21257 -1.12311 0.128
C 2.20784 3.23393 -0.21777 0.142
C 3.23607 4.14652 -0.02284 -0.703
C 4.43733 4.03069 -0.71911 -0.454
C 4.64197 3.00118 -1.63133 -0.664
C 3.60869 2.10587 -1.80929 -0.079
H 1.27768 3.28763 0.33399 0.298
H 3.11152 4.95314 0.68848 0.393
H 5.22556 4.75159 -0.54363 0.375
H 5.57142 2.90504 -2.17601 0.457
N -2.89254 -1.54867 3.28300 -0.398
C -2.00406 -1.94903 2.33587 0.402
O -1.78174 -1.20448 1.33081 0.054
C -1.34106 -3.17669 2.42389 0.247
C -1.62085 -4.06664 3.48567 -0.636
N -1.90592 -4.79112 4.33937 -0.607
C -0.39919 -3.49873 1.40741 0.447
N 0.31976 -3.73900 0.53375 -0.482
H -3.19419 -2.22190 3.96809 0.220
H -3.55326 -0.84507 3.00432 0.100